Entry w
Entry from the Open Molecules 2025 dataset: a 2-piece molecular cluster, C9H14 overall (ωB97M-V/def2-TZVPD).

Calculated values
net charge: 0
LUMO: 1.03 eV
structure (SMILES): Cc1ccccc1.CC

Positions of all 23 atoms, in Å:
C: -1.1427 -2.1707 1.8778
C: -0.2185 -1.2741 1.0936
C: 0.5505 -0.3303 1.7743
C: 1.5907 0.2662 1.0474
C: 1.8179 0.0457 -0.3082
C: 0.8263 -0.6559 -0.9835
C: -0.1541 -1.3565 -0.2953
H: -2.1082 -1.6528 1.7883
H: -0.9374 -2.1354 2.9468
H: -1.2412 -3.1768 1.5121
H: 0.4496 -0.0756 2.8176
H: 2.3692 0.7851 1.6019
H: 2.8290 0.2436 -0.6350
H: 0.8501 -0.8850 -2.0404
H: -0.8043 -1.9501 -0.9215
C: -1.3569 2.7673 -1.2154
C: -0.9161 1.9014 -2.3720
H: -1.1884 2.1566 -0.3252
H: -0.7019 3.6382 -1.0955
H: -2.3505 3.2036 -1.2646
H: -0.6951 2.4920 -3.2764
H: -1.6412 1.2265 -2.8602
H: -0.1044 1.1943 -2.2260

Entry x
Entry from the Open Molecules 2025 dataset: a 2-piece molecular cluster, C9H14 overall (ωB97M-V/def2-TZVPD).

Calculated values
net charge: 0
LUMO: 1.03 eV
structure (SMILES): Cc1ccccc1.CC

Positions of all 23 atoms, in Å:
C: 2.1831 1.2153 0.9574
C: 0.7459 0.5993 1.2857
C: 0.5540 -0.1803 2.3847
C: -0.8735 -0.6008 2.6001
C: -1.9454 -0.2098 1.8320
C: -1.5828 0.5393 0.7079
C: -0.2999 0.7104 0.2757
H: 1.8130 1.7943 0.0584
H: 2.8617 0.4181 1.0426
H: 2.5845 2.0525 1.6268
H: 1.3712 -0.6135 2.9157
H: -0.9903 -1.1202 3.3882
H: -3.0559 -0.3706 2.1746
H: -2.4161 0.9450 0.1870
H: -0.2207 1.1865 -0.6898
C: 0.3169 -1.2718 -2.0897
C: -0.4505 -0.3901 -3.1001
H: 0.9050 -2.0571 -2.4910
H: 0.8750 -0.5815 -1.4578
H: -0.4891 -1.5240 -1.3014
H: -1.2667 -1.0057 -3.6894
H: 0.3082 -0.0605 -3.8527
H: -0.9277 0.5251 -2.7648

Entry y
Entry from the Open Molecules 2025 dataset: a 2-piece molecular cluster, C9H14 overall (ωB97M-V/def2-TZVPD).

Calculated values
net charge: 0
LUMO: 1.05 eV
structure (SMILES): Cc1ccccc1.CC

Positions of all 23 atoms, in Å:
C: 2.5158 2.0990 0.2561
C: 1.0312 1.8898 0.1225
C: 0.1004 2.9072 0.2882
C: -1.2571 2.6292 0.3868
C: -1.7380 1.3602 0.1011
C: -0.8255 0.3436 -0.1214
C: 0.5356 0.5963 -0.0595
H: 2.7426 2.7841 1.0528
H: 2.9406 2.4465 -0.6882
H: 2.9974 1.1548 0.5122
H: 0.3822 3.9479 0.1481
H: -1.9619 3.4136 0.6320
H: -2.8083 1.2094 0.0750
H: -1.0842 -0.7064 -0.2052
H: 1.2733 -0.1952 -0.1054
C: -1.3547 -3.1387 -0.3935
C: 0.1461 -3.2690 -0.1461
H: -1.7736 -4.1373 -0.5345
H: -1.9720 -2.7129 0.3961
H: -1.5460 -2.6124 -1.3292
H: 0.6025 -2.4756 0.4411
H: 0.3763 -4.2505 0.2694
H: 0.6772 -3.2836 -1.0984

It is entry y that is most stable; the runner-up trails by 10.8 kcal/mol.

Entry w
Entry from the Open Molecules 2025 dataset: a 2-piece molecular cluster, C9H14 overall (ωB97M-V/def2-TZVPD).

Calculated values
net charge: 0
LUMO: 0.59 eV
structure (SMILES): C=CC(=C)C.C=CC=C

Positions of all 23 atoms, in Å:
C: 0.6488 -1.7915 0.5058
C: 0.6295 -0.4466 0.7103
C: 1.5335 0.5206 0.0795
C: 2.1669 0.2905 -1.0681
C: 1.6887 1.8160 0.8223
H: 0.2643 -2.4460 1.2724
H: 1.4147 -2.2273 -0.1161
H: 0.0842 -0.0683 1.5679
H: 2.0708 -0.6403 -1.6002
H: 2.7710 1.0499 -1.5398
H: 0.7177 2.3033 0.9366
H: 2.0813 1.6385 1.8254
H: 2.3525 2.5000 0.2953
C: -2.2485 -1.9934 0.0258
C: -2.3373 -0.6768 0.0056
C: -1.4067 0.1508 -0.7790
C: -1.4519 1.4859 -0.7604
H: -2.8746 -2.6548 0.6009
H: -1.1843 -2.4241 -0.2953
H: -2.9947 -0.1351 0.6749
H: -0.9186 -0.3536 -1.6041
H: -2.1082 2.0212 -0.0907
H: -0.8991 2.0811 -1.4690

Entry x
Entry from the Open Molecules 2025 dataset: a 2-piece molecular cluster, C9H14 overall (ωB97M-V/def2-TZVPD).

Calculated values
net charge: 0
LUMO: 0.96 eV
structure (SMILES): Cc1ccccc1.CC

Positions of all 23 atoms, in Å:
C: 1.4130 -1.5978 -1.9775
C: 0.4446 -1.4457 -0.8826
C: -0.4611 -2.4546 -0.4931
C: -1.5039 -2.2098 0.3596
C: -1.5493 -0.9105 0.9552
C: -0.6994 0.0833 0.4605
C: 0.3013 -0.0635 -0.4263
H: 2.0442 -2.4114 -1.6587
H: 2.0813 -0.7940 -2.2316
H: 1.0280 -2.0839 -3.0256
H: -0.3223 -3.3334 -1.2526
H: -2.2026 -2.9917 0.3859
H: -2.3320 -0.7514 1.8405
H: -0.9482 0.9661 0.9936
H: 0.7053 0.7470 -1.0057
C: 0.8179 3.6808 1.7099
C: 0.5820 3.2501 0.2393
H: -0.0926 3.3028 2.2717
H: 1.7058 3.1591 2.1378
H: 0.9655 4.7760 1.8969
H: -0.0581 4.0403 -0.1749
H: -0.1468 2.4263 0.3577
H: 1.5016 2.9548 -0.2044

Entry y
Entry from the Open Molecules 2025 dataset: a 2-piece molecular cluster, C9H14 overall (ωB97M-V/def2-TZVPD).

Calculated values
net charge: 0
LUMO: 0.95 eV
structure (SMILES): Cc1ccccc1.CC

Positions of all 23 atoms, in Å:
C: -0.5808 2.3586 0.5810
C: -0.0200 0.9427 0.7569
C: -0.9109 -0.2692 0.7086
C: -0.2816 -1.4149 1.0898
C: 1.0725 -1.5408 1.4091
C: 1.8398 -0.4658 0.8948
C: 1.3594 0.8336 0.6718
H: 0.1028 3.1201 0.1693
H: -0.7406 2.8559 1.7280
H: -1.5300 2.0783 0.1119
H: -1.8940 -0.1572 0.2739
H: -1.1673 -2.1233 1.1064
H: 1.5665 -2.3311 1.9545
H: 2.9514 -0.4215 0.7635
H: 2.0206 1.6311 0.6426
C: -0.1469 -0.1785 -2.5027
C: -1.6461 -0.6378 -2.3019
H: -0.1313 0.9900 -2.4709
H: 0.3913 -0.6760 -1.6170
H: 0.1909 -0.4431 -3.4777
H: -2.0015 -0.7014 -3.3272
H: -2.1222 0.0878 -1.5731
H: -1.7495 -1.6763 -2.1281

Entry z
Entry from the Open Molecules 2025 dataset: a 2-piece molecular cluster, C9H14 overall (ωB97M-V/def2-TZVPD).

Calculated values
net charge: 0
LUMO: 1.01 eV
structure (SMILES): Cc1ccccc1.CC

Positions of all 23 atoms, in Å:
C: 1.1364 -2.4214 0.1794
C: 0.3393 -1.4810 -0.6951
C: 0.1942 -0.1665 -0.2561
C: -0.7449 0.6131 -0.9671
C: -1.4271 0.1958 -2.0727
C: -1.0816 -1.1158 -2.5306
C: -0.2608 -1.9674 -1.8714
H: 2.2039 -2.1298 0.0993
H: 1.0005 -3.4235 -0.2453
H: 0.8354 -2.5191 1.2191
H: 0.8602 0.4394 0.3358
H: -0.9455 1.5903 -0.4861
H: -2.3867 0.6520 -2.2833
H: -1.6252 -1.4939 -3.4022
H: -0.0246 -2.9272 -2.2904
C: 0.2917 3.1444 2.6103
C: 0.9257 2.2272 3.6565
H: 0.9035 3.1863 1.7133
H: -0.6954 2.8126 2.2308
H: 0.1160 4.1816 2.9112
H: 1.7831 1.7125 3.1890
H: 0.1350 1.5019 3.8148
H: 1.2789 2.5710 4.6111

It is entry z that is most stable; the runner-up trails by 24.4 kcal/mol.